[1]
133
Properties=species:S:1:pos:R:3:forces:R:3 method="wB97M-V/def2-TZVPD" charge=-1 relative_energy_kcal_mol=1.3 e_tot_ha=-3768.16650 gap_ev=4.95 max_force_ev_per_a=2.74 homo_ev=-3.26
Na 4.240439 -41.112726 -5.120779 -0.4 0.2 0.1
Na 5.607593 -37.533999 -5.198515 -0.6 -0.6 -0.3
Na 3.993526 -39.262659 -8.309180 -0.3 0.3 1.2
B 6.479401 -40.516002 -7.279626 0.1 0.9 0.8
F 7.808197 -40.559975 -7.701546 -0.2 -0.5 -0.2
F 6.112202 -39.173744 -7.131299 0.1 0.7 -0.5
F 5.560483 -41.125083 -8.131921 0.0 -0.2 -0.7
F 6.313071 -41.058339 -5.993529 0.5 -0.9 0.3
P 2.961272 -38.592042 -5.660046 -1.7 1.8 1.2
O 1.763208 -37.824755 -5.108488 -0.2 -1.1 -0.5
O 3.872642 -38.990124 -4.464990 1.5 -0.4 0.4
O 3.740535 -37.639084 -6.609506 1.1 -0.4 -1.0
O 2.674119 -39.956100 -6.409541 0.2 0.1 -0.9
C 14.018004 -37.979126 -14.352437 0.0 -0.7 0.1
O 12.617559 -38.111688 -14.236646 0.3 1.3 0.3
C 12.206136 -38.665015 -12.994584 -0.8 -1.9 -0.4
C 10.857477 -38.084920 -12.594928 1.0 0.1 -0.2
N 9.886199 -38.281015 -13.649568 -0.5 0.1 0.3
C 8.680760 -37.478663 -13.414570 0.2 0.2 -0.2
C 7.873837 -37.837526 -12.162878 0.2 -0.2 -0.7
O 8.385080 -37.149279 -11.064543 1.2 0.5 0.6
C 7.876149 -37.560105 -9.810111 -2.5 0.0 -0.8
H 14.446292 -37.495597 -13.470657 0.0 0.0 0.0
H 14.293895 -37.404928 -15.234121 -0.3 0.1 -0.1
H 14.441586 -38.986264 -14.461705 0.3 0.1 0.1
H 12.913754 -38.620669 -12.160791 0.3 0.6 -0.3
H 12.115470 -39.741141 -13.222902 -0.2 0.0 0.4
H 11.110408 -37.035876 -12.353021 -0.6 0.2 -0.1
H 10.458490 -38.531407 -11.684831 0.3 -0.1 0.1
H 10.294183 -38.027400 -14.540963 0.0 0.1 0.0
H 8.022322 -37.561761 -14.282005 0.1 -0.2 0.0
H 8.969524 -36.419878 -13.343228 -0.3 0.1 0.2
H 7.902427 -38.922713 -11.999899 0.1 -0.1 0.0
H 6.832019 -37.571856 -12.378545 -0.2 0.1 0.3
H 6.887026 -37.077215 -9.706807 0.0 -0.1 0.2
H 8.392717 -37.245209 -8.908568 0.8 -0.2 -0.4
H 7.626119 -38.625199 -9.869462 0.6 -0.1 0.6
C 4.055776 -43.923667 -7.106866 0.5 -0.2 0.0
O 3.437318 -43.253219 -6.035187 -0.2 -0.2 0.1
C 2.014439 -43.313444 -6.128370 0.0 0.5 -0.5
C 1.346682 -42.937023 -4.824923 0.1 0.4 -1.1
N 1.582758 -41.549672 -4.470003 0.5 -1.4 0.8
C 0.659496 -41.060354 -3.469218 0.6 0.8 -0.4
C 0.959494 -41.620930 -2.085933 -0.6 0.6 -0.1
O 0.170918 -40.903814 -1.140469 0.0 -0.2 -0.1
C 0.230640 -41.470535 0.136275 0.1 0.0 0.0
H 5.110316 -44.060144 -6.862629 0.0 0.1 0.1
H 4.023535 -43.385364 -8.059054 -0.3 0.2 0.1
H 3.613569 -44.916223 -7.246718 0.0 0.0 0.0
H 1.716414 -44.320427 -6.446064 0.0 -0.1 0.2
H 1.665318 -42.625914 -6.911283 0.2 0.1 0.0
H 1.692522 -43.691587 -4.109336 -0.2 0.3 0.5
H 0.277129 -43.082692 -5.052655 -0.2 -0.3 0.4
H 1.773231 -40.931016 -5.276803 -0.2 0.2 0.1
H -0.377903 -41.226741 -3.788627 -0.2 -0.2 0.3
H 0.810387 -39.978063 -3.423379 -0.1 0.0 0.0
H 2.010033 -41.428870 -1.853213 0.1 -0.3 -0.1
H 0.705529 -42.685246 -2.019704 0.2 -0.1 0.1
H -0.367054 -40.840441 0.791666 -0.1 -0.1 0.1
H 1.251284 -41.522445 0.539431 0.1 0.2 -0.1
H -0.146720 -42.501521 0.136232 -0.2 0.0 0.0
C 8.491320 -35.662641 -5.418268 -0.7 0.0 -0.2
O 8.017226 -36.923265 -5.876589 0.3 0.1 0.3
C 8.911032 -37.963792 -5.524232 0.4 -1.0 -0.1
C 8.720780 -38.462340 -4.102155 -0.8 0.1 0.5
N 7.335383 -38.936447 -3.889918 0.7 0.0 0.0
C 7.156070 -39.327396 -2.497862 0.1 -0.8 0.1
C 5.862087 -40.088335 -2.298229 -0.3 1.1 0.6
O 5.990306 -41.391851 -2.830275 0.2 -0.3 0.0
C 4.919077 -42.226541 -2.439001 -0.1 0.2 0.2
H 9.253516 -35.282872 -6.100404 0.2 0.0 0.2
H 8.837819 -35.700753 -4.384250 0.2 -0.1 0.0
H 7.634481 -34.988131 -5.437495 0.1 0.1 -0.1
H 9.959393 -37.706059 -5.721018 0.0 0.4 0.2
H 8.758428 -38.812205 -6.197895 -0.5 0.1 -0.1
H 8.852653 -37.682012 -3.343341 0.2 0.2 -0.2
H 9.439570 -39.248192 -3.850012 0.2 0.0 -0.2
H 7.213862 -39.788562 -4.435544 -0.3 0.2 -0.2
H 7.234400 -38.471766 -1.822917 -0.4 0.2 -0.2
H 7.951498 -40.009885 -2.146656 0.2 0.0 -0.2
H 5.013008 -39.571650 -2.768111 0.1 0.0 -0.2
H 5.671630 -40.082834 -1.213754 0.0 -0.5 0.0
H 5.044832 -42.608760 -1.417187 0.1 0.1 0.0
H 4.881547 -43.078307 -3.116212 -0.1 0.0 -0.1
H 3.984156 -41.656896 -2.450761 -0.1 -0.2 -0.3
C 5.193252 -47.276519 -11.791337 0.8 0.9 -0.4
O 5.752360 -46.122666 -11.163129 -0.7 -0.3 0.0
C 5.522994 -44.967594 -11.930167 -0.1 0.7 -0.9
C 5.925774 -43.754208 -11.120908 0.0 -0.9 0.7
N 7.338671 -43.803023 -10.816727 0.2 0.8 -0.8
C 7.770034 -42.816721 -9.838394 -0.2 -0.5 0.2
C 9.238580 -42.931847 -9.558200 1.0 1.0 0.5
O 9.585167 -43.972312 -8.661089 -0.4 -0.3 -0.4
C 10.969894 -44.089603 -8.519430 0.2 -0.2 0.0
H 4.256763 -47.003745 -12.282789 -0.3 -0.3 0.3
H 5.092372 -48.049774 -11.039575 -0.1 -0.1 0.0
H 5.872122 -47.575745 -12.597665 0.0 -0.4 0.1
H 4.480924 -44.839250 -12.262827 -0.2 -0.3 0.6
H 6.039259 -45.025829 -12.901177 0.5 0.0 0.2
H 5.317454 -43.823724 -10.202032 0.0 0.2 0.1
H 5.636143 -42.819958 -11.604234 0.2 0.0 -0.2
H 7.633152 -44.738073 -10.578020 -0.1 0.0 0.3
H 7.151193 -42.898553 -8.937338 0.3 0.1 0.3
H 7.634147 -41.784033 -10.169762 -0.3 -0.1 -0.4
H 9.614210 -41.990596 -9.126018 -0.4 0.1 0.2
H 9.816877 -42.975056 -10.492786 -0.2 -0.6 -0.2
H 11.456544 -44.329157 -9.474344 0.0 0.1 0.0
H 11.170308 -44.909970 -7.831062 0.0 0.1 0.1
H 11.423742 -43.170508 -8.127606 0.0 0.0 0.0
C 9.512880 -41.661666 -5.312600 -0.8 -0.8 -0.1
O 10.651286 -41.062020 -4.744167 0.0 0.2 -0.3
C 11.844462 -41.720495 -5.090026 0.5 0.2 0.6
C 12.997640 -40.820494 -4.655136 -0.1 1.1 -0.9
N 12.930966 -40.247750 -3.314114 0.0 -0.9 -0.3
C 12.924973 -41.262082 -2.261633 0.3 0.6 0.9
C 14.310888 -41.904718 -2.144135 0.0 -0.3 -0.4
O 14.624763 -42.481565 -0.891407 -0.4 0.2 0.2
C 14.760335 -41.550452 0.163485 0.2 0.2 -0.3
H 8.595337 -41.178634 -4.975539 0.3 0.1 0.2
H 9.435077 -42.714196 -5.008273 0.1 0.0 0.1
H 9.451438 -41.647091 -6.405154 0.5 0.2 0.0
H 11.929878 -41.848662 -6.172657 -0.1 -0.3 -0.1
H 11.918391 -42.685238 -4.571521 -0.2 -0.2 -0.2
H 12.979189 -39.969615 -5.348083 -0.1 0.1 0.1
H 13.968192 -41.270491 -4.876507 0.0 -0.3 0.4
H 12.080491 -39.700527 -3.265159 0.0 -0.1 0.1
H 12.160748 -42.046648 -2.309827 -0.1 0.1 -0.4
H 12.714797 -40.713005 -1.340855 0.0 -0.1 0.0
H 15.087666 -41.184724 -2.433444 -0.1 0.1 0.0
H 14.342904 -42.745325 -2.844059 0.2 0.1 0.0
H 13.917563 -40.861716 0.240333 -0.2 -0.2 0.2
H 15.633107 -40.897996 0.031594 0.2 -0.2 -0.1
H 14.873887 -42.137882 1.069701 -0.1 0.1 0.1

=====

[2]
150
Properties=species:S:1:pos:R:3:forces:R:3 method="wB97M-V/def2-TZVPD" charge=0 relative_energy_kcal_mol=167.0 e_tot_ha=-8303.55343 gap_ev=5.37 max_force_ev_per_a=8.93 homo_ev=-8.18
K -2.624223 2.062821 3.982409 -0.2 0.7 -0.4
K -1.021088 -0.797906 5.527618 0.6 -1.3 -0.2
N 0.325235 -6.221952 3.965524 0.9 0.0 2.5
S 0.942934 -6.443431 5.490279 -1.7 -3.0 1.3
O 0.001011 -6.032362 6.510207 1.0 0.3 -0.7
O 2.354233 -6.377228 5.763851 -0.9 0.9 -0.7
F 0.718926 -8.007906 5.433202 -0.1 -0.3 0.0
S 0.838049 -4.787512 3.705682 0.9 1.4 -3.2
O 2.212896 -4.788723 3.276742 -0.1 1.0 1.0
O 0.322448 -3.771414 4.597907 0.4 0.4 -0.1
F 0.141392 -4.494988 2.329829 -0.7 -0.2 0.1
N -1.256619 0.119948 2.969212 1.2 3.7 -3.1
S -0.322843 0.920932 1.770562 5.3 2.1 1.1
O -0.275687 2.344931 2.049154 -1.2 -1.0 0.4
O -0.078519 0.520534 0.410014 -2.2 0.0 1.1
F 1.007906 0.309729 2.399795 0.2 0.8 0.3
S -1.635971 -1.007904 1.972180 -4.9 -7.5 0.8
O -0.743891 -2.119036 2.034408 0.6 1.4 -1.5
O -2.581008 -0.746981 0.918541 1.6 0.9 0.1
F -2.710284 -1.593883 3.044510 -0.9 0.0 1.2
C 4.103029 2.788525 2.985835 -1.7 0.2 -0.1
C 3.556130 1.814410 4.012927 1.1 0.5 1.5
O 4.101735 0.518424 3.806140 0.5 -0.8 0.4
P 5.383849 0.003200 4.651180 -0.1 -0.5 -1.2
O 5.203391 -0.126043 6.096856 -0.1 0.7 0.2
O 5.747142 -1.358916 3.938522 0.2 0.5 -0.1
C 4.862361 -2.497589 4.007642 -0.8 -0.7 -0.3
C 5.091235 -3.418504 2.817304 1.1 0.0 -0.6
O 6.547873 0.975071 4.117565 -0.5 -0.4 0.1
C 7.560418 1.466771 4.990538 0.4 0.7 1.5
C 8.887716 1.640417 4.284059 -0.2 -0.6 -0.1
H 3.658916 3.763537 3.216295 0.0 0.0 -0.1
H 5.177189 2.925848 2.942644 0.1 -0.5 0.1
H 3.674700 2.455215 2.038646 0.5 0.2 -0.3
H 3.792307 2.149118 5.034828 0.4 0.0 -0.1
H 2.469388 1.744673 4.080750 -0.1 -0.1 -0.8
H 5.036445 -3.079096 4.911481 0.1 0.4 0.3
H 3.837526 -2.125551 4.023168 -0.1 -0.1 0.0
H 5.627070 -2.874800 2.033612 -0.3 0.2 -0.1
H 5.780816 -4.229008 3.065381 -0.1 0.0 0.2
H 4.221972 -3.893238 2.372373 -0.3 0.3 0.4
H 7.286952 2.465102 5.351027 -0.4 -0.1 -0.1
H 7.600282 0.844929 5.886724 0.2 -0.1 -0.1
H 8.641603 2.242098 3.408276 0.6 -0.4 -0.4
H 9.657630 2.160249 4.853517 -0.4 0.3 0.4
H 9.338695 0.663147 4.103229 -0.2 0.1 -0.7
C -3.938831 -7.024349 -2.513190 -1.6 -1.2 0.0
C -5.054860 -6.411850 -1.677605 1.4 1.0 0.9
O -4.615278 -5.084715 -1.247242 0.1 0.5 0.2
P -3.358816 -4.869526 -0.276107 0.3 -1.0 1.3
O -3.042058 -6.015038 0.620534 -0.2 1.1 -1.5
O -2.141653 -4.300463 -1.158109 -1.0 -1.1 0.1
C -2.434389 -3.469428 -2.295383 -0.6 1.4 0.4
C -1.633246 -2.183600 -2.129235 0.0 0.4 -1.0
O -3.769576 -3.577373 0.551339 0.3 0.5 -1.0
C -5.007468 -3.299865 1.170788 -0.1 0.6 1.2
C -5.998569 -2.587833 0.243231 0.8 -1.0 -0.1
H -3.730689 -6.466266 -3.421887 0.1 0.2 0.1
H -3.064280 -7.262867 -1.913266 0.1 0.4 0.0
H -4.375719 -7.992270 -2.795783 0.4 0.0 -0.3
H -6.011409 -6.218618 -2.156103 0.2 -0.2 -0.4
H -5.215930 -6.961835 -0.748247 0.0 -0.3 -0.2
H -2.326483 -3.953276 -3.266824 0.8 -0.5 0.3
H -3.499091 -3.220941 -2.339256 0.0 0.0 0.4
H -1.582657 -1.674545 -3.097093 0.2 -0.2 -0.1
H -2.097882 -1.430533 -1.497045 -0.1 -0.4 0.5
H -0.617147 -2.360202 -1.778462 0.0 -0.1 0.0
H -5.364700 -4.186376 1.701553 -0.3 -0.1 -0.4
H -4.727068 -2.606682 1.968994 -0.1 0.0 0.0
H -6.317111 -3.321855 -0.497538 -0.2 0.3 -0.2
H -6.859849 -2.163349 0.753856 0.0 -0.1 0.2
H -5.419829 -1.801626 -0.239877 -0.2 0.1 -0.1
C -6.176525 9.709996 1.511979 0.7 -0.8 -0.5
C -5.095891 8.832045 0.905268 0.1 -0.1 -0.8
O -4.385181 8.135087 1.927882 1.8 -0.1 0.6
P -2.756752 8.063018 2.002951 -1.6 0.9 1.3
O -2.055356 8.400184 0.769177 0.1 -0.1 -0.2
O -2.531173 6.627271 2.625438 -0.4 0.1 -0.5
C -1.549857 5.724654 2.090243 1.1 0.2 1.2
C -0.322731 5.828588 2.983227 0.6 -0.6 0.1
O -2.411414 8.964075 3.300850 -0.3 -1.1 -1.0
C -2.357626 10.398839 3.220507 0.2 -0.5 -0.1
C -0.983317 10.829647 2.753951 0.3 0.7 -0.3
H -6.769481 9.118922 2.206355 -0.2 0.2 0.1
H -5.647496 10.522718 2.006843 -0.5 0.2 0.2
H -6.771768 10.061882 0.670117 -0.2 0.3 0.3
H -5.445664 8.042787 0.232950 -0.4 0.3 0.0
H -4.438833 9.461909 0.296720 0.2 -0.2 0.2
H -1.990848 4.735323 2.181437 0.0 -0.1 -0.6
H -1.198493 5.984764 1.093326 -0.7 -0.1 -0.2
H -0.046244 6.876400 3.090806 0.0 0.0 0.1
H -0.420699 5.365018 3.968377 -0.5 0.3 0.1
H 0.532104 5.290007 2.563963 -0.1 0.1 -0.3
H -3.150721 10.790694 2.576093 0.1 -0.1 -0.1
H -2.614936 10.690444 4.239139 0.3 0.4 -0.1
H -0.151002 10.445145 3.344332 -0.3 0.2 0.5
H -0.700426 10.522303 1.745537 -0.7 -0.2 -0.1
H -0.976057 11.923311 2.731970 0.3 0.0 0.2
C 8.405712 -1.051601 -1.697183 -0.3 -1.2 -0.2
C 6.965304 -0.900328 -1.187373 1.6 1.3 -0.4
O 6.071289 -1.518946 -2.079245 -0.7 0.0 -0.1
P 4.495157 -1.278464 -1.928943 1.0 -1.9 0.7
O 4.110920 -0.106939 -1.145362 -0.2 0.4 -0.5
O 4.066338 -1.421656 -3.452788 -0.5 -0.2 0.8
C 4.086706 -0.291347 -4.321181 0.0 -0.5 -1.7
C 4.136247 -0.871899 -5.750515 0.7 -0.4 0.4
O 4.085038 -2.689518 -1.262646 0.5 1.0 -1.1
C 2.700389 -2.897154 -1.043889 -1.4 -0.5 0.7
C 2.264771 -2.546629 0.381005 -0.9 0.5 0.4
H 8.666548 -2.080326 -1.972897 -0.3 -0.3 0.7
H 8.616477 -0.601066 -2.669229 -0.2 0.9 0.4
H 9.034121 -0.741027 -0.863638 0.4 0.2 -0.4
H 6.914566 -1.227141 -0.146093 -0.4 -0.4 -0.2
H 6.799109 0.183296 -1.192944 -0.4 -0.1 0.2
H 3.151938 0.253363 -4.204884 0.3 0.4 0.3
H 5.007146 0.274487 -4.179556 -0.3 0.4 0.4
H 3.276194 -1.512292 -5.936606 -0.1 0.1 -0.1
H 4.285373 -0.160152 -6.562804 -0.5 0.4 0.3
H 5.036837 -1.487287 -5.827369 -0.1 -0.2 0.2
H 2.086198 -2.412254 -1.812410 0.3 0.5 0.2
H 2.460608 -3.952390 -1.201979 0.5 -0.1 0.0
H 2.827946 -1.752583 0.874451 0.5 -0.2 -0.3
H 1.251922 -2.132020 0.416390 -0.1 -0.1 -0.5
H 2.183390 -3.401457 1.051027 0.5 -0.1 -0.1
C -1.211418 -3.775199 -6.099661 0.9 0.8 0.8
C -1.981303 -2.570404 -6.595711 -0.3 -1.2 -0.7
O -2.454165 -1.864613 -5.442591 -0.8 0.7 0.1
P -4.032549 -1.849237 -5.130818 0.9 0.3 -0.9
O -4.572467 -3.150213 -4.713445 0.0 0.9 0.1
O -4.089281 -0.559302 -4.176635 0.2 -1.2 -0.2
C -5.047297 -0.518129 -3.145528 -2.1 -0.4 1.7
C -4.592988 0.411600 -2.063902 0.4 1.2 0.6
O -4.694336 -1.316472 -6.472937 -0.3 -0.6 0.0
C -4.541518 -0.034653 -7.073194 1.1 0.4 -0.4
C -3.596483 0.006353 -8.286326 -1.9 0.0 -0.5
H -0.398511 -4.169191 -6.709521 -0.6 -0.1 -0.7
H -0.630883 -3.390783 -5.253195 -0.3 -0.4 0.4
H -1.946992 -4.515028 -5.794107 0.4 -0.3 0.2
H -1.435054 -1.898625 -7.253933 0.2 0.1 0.3
H -2.809513 -2.983286 -7.180576 -0.2 0.5 0.0
H -6.066498 -0.274765 -3.475352 0.4 0.5 -0.7
H -5.281534 -1.465899 -2.641636 0.8 -0.4 -0.6
H -4.245135 1.356437 -2.493136 0.5 -0.2 0.0
H -5.340071 0.775591 -1.352158 -0.6 -0.6 -0.3
H -3.851658 -0.059261 -1.416037 0.4 0.2 -0.3
H -5.525250 0.273588 -7.418774 -0.1 0.0 0.2
H -4.127196 0.692161 -6.372940 -0.4 -0.1 0.4
H -4.062724 -0.517267 -9.126700 0.4 -0.7 0.2
H -3.711272 1.022737 -8.675893 0.8 0.2 0.4
H -2.580468 -0.308234 -8.102309 0.1 0.2 0.0